(1)
Molecular formula: C2H14N2O3
Method: DFT, ωB97M-V/def2-TZVPD

E_tot (eV): -11422.9864
Gap between HOMO and LUMO (eV): 9.81
Charge: 0
Energy relative to the best compared isomer or geometry (same formula, charge and spin) (kJ/mol): 139.0
SMILES: NCCN.O.O.O

```
21
Properties=species:S:1:pos:R:3:forces:R:3:lowdin_charge:R:1
N -0.3119 -1.6877 1.2581 -1.4 1.3 -0.2 -0.017
C -0.5465 -1.7355 -0.1951 1.2 0.3 -0.4 -0.278
C -0.8118 -0.3698 -0.8831 0.5 -0.1 1.0 -0.306
N -1.0343 -0.5085 -2.3071 -1.6 0.5 0.7 -0.007
H 0.3348 -0.9220 1.4357 0.4 -0.7 0.1 0.059
H 0.0404 -2.5611 1.6097 0.2 0.0 0.1 0.066
H -1.4310 -2.3094 -0.5211 0.5 -0.3 0.6 0.108
H 0.3985 -2.1487 -0.5500 -0.4 -0.3 -1.1 0.099
H -1.6586 0.0374 -0.2768 0.1 0.1 -1.1 0.117
H -0.0314 0.3910 -0.8045 0.3 -0.3 0.5 0.097
H -1.8623 -1.0694 -2.4636 0.5 -0.1 -0.6 0.063
H -0.2402 -0.7021 -2.8912 0.0 -0.3 0.2 0.064
H 3.4585 -0.0361 -2.1891 0.2 -0.2 -0.1 0.029
H 2.6495 0.8762 -1.3166 0.0 -0.2 0.2 0.039
O 2.9773 -0.0347 -1.3586 -0.2 0.5 -0.1 -0.064
H 0.4446 4.0819 1.1635 0.0 0.1 0.1 0.021
H 0.0884 2.6876 1.7727 0.0 0.0 -0.2 -0.011
O 0.4121 3.1429 0.9785 0.1 -0.1 -0.2 -0.083
H -1.3720 1.3615 3.1556 -0.7 -1.0 -0.4 0.055
H -0.7832 0.3923 1.8787 -1.4 -0.4 0.6 -0.003
O -0.7208 1.1144 2.5045 1.8 1.5 0.1 -0.049
```
Positions in Å, forces in eV/Å.

(2)
Molecular formula: C5H4BrN2O3
Method: DFT, ωB97M-V/def2-TZVPD

E_tot (eV): -84415.4800
Gap between HOMO and LUMO (eV): 7.51
Charge: -1
Energy relative to the best compared isomer or geometry (same formula, charge and spin) (kJ/mol): 50.0
SMILES: Cc1n[nH]c(OC(=O)[O-])c1Br

```
15
Properties=species:S:1:pos:R:3:forces:R:3:lowdin_charge:R:1
C 0.1351 0.1024 -0.3070 -3.9 -0.7 -5.0 -0.329
C -0.4851 -0.7461 -2.4267 -0.8 0.5 -0.8 -0.475
C 0.2244 -1.9612 -4.5856 -1.2 1.9 -0.2 -0.715
C -0.8759 0.3541 -1.6871 3.7 -1.8 3.2 -0.608
C -0.1137 0.7765 0.9255 -0.2 2.4 4.0 -0.128
N 0.6904 -1.0497 -0.4856 -0.2 -0.4 -0.2 0.040
N 0.2564 -1.5643 -1.6783 2.9 -2.2 0.3 0.018
O 1.0014 -2.6369 -3.9874 1.7 -1.9 1.5 0.035
O -0.7400 -1.1052 -3.6775 -0.9 0.7 0.5 0.013
O -0.0368 -1.6660 -5.7084 -0.3 -0.1 -1.6 0.060
Br -2.0256 1.7064 -2.1494 -0.2 0.5 -0.1 0.677
H -0.4023 1.8295 0.7711 0.0 -0.3 -0.4 0.056
H 0.7470 0.9326 1.6563 -0.6 -0.8 -1.1 0.085
H -0.9739 0.4127 1.5985 1.1 -0.1 -1.3 0.099
H 0.7816 -2.3840 -2.1873 -1.1 2.2 1.2 0.173
```
Positions in Å, forces in eV/Å.

(3)
Molecular formula: C7H16FGaNO3Yb
Method: DFT, ωB97M-V/def2-TZVPD

E_tot (eV): -101757.6216
Gap between HOMO and LUMO (eV): 4.49
Charge: +1
Energy relative to the best compared isomer or geometry (same formula, charge and spin) (kJ/mol): 371.1

```
30
Properties=species:S:1:pos:R:3:forces:R:3:lowdin_charge:R:1
C -2.8765 1.9419 0.7144 -0.2 -0.7 0.6 -0.139
C -2.0739 0.7337 1.5290 -0.8 0.1 0.8 -0.282
C -2.4073 -0.7525 0.9221 -1.2 0.1 0.2 -0.324
O -2.0559 -0.9453 -0.4927 1.0 0.3 2.2 -0.331
Ga -0.2820 -0.3955 -0.8857 -1.9 0.5 -0.9 0.399
C 0.0542 -0.8323 -2.9077 -2.2 -1.7 0.1 -0.238
O 1.1712 0.0074 -3.3819 -1.4 -2.1 -0.3 -0.249
N 0.7383 1.2830 -3.2402 5.4 1.9 2.2 -0.032
O 1.7249 1.8602 -2.7504 -3.7 -0.1 -1.8 -0.023
C 1.1977 -1.3701 0.1782 2.9 -0.9 0.6 -0.218
C 2.4094 -0.2844 0.4246 -4.0 2.1 2.0 -0.336
C 2.3839 0.1812 2.0032 -0.2 0.2 -0.8 -0.040
F 3.7650 -0.8097 0.0563 0.6 1.2 1.0 -0.242
H -3.0647 1.6403 -0.4250 0.5 0.8 2.6 0.091
H -3.9182 2.0516 1.2870 2.2 -0.1 -1.6 0.087
H -2.2957 2.9525 0.8329 -1.2 -2.0 -0.5 0.075
H -0.9241 0.9629 1.6643 -2.2 -0.5 -0.5 0.061
H -2.5260 0.7481 2.6335 1.1 -0.2 -2.3 0.115
H -1.9794 -1.6079 1.6362 -0.6 1.7 -1.5 0.112
H -3.5926 -0.8787 0.9894 2.5 0.3 -0.1 0.133
H -0.1522 1.1689 -0.5789 0.4 -0.3 0.0 0.022
H 0.3030 -1.9880 -2.9475 0.0 2.3 -0.6 0.067
H -0.9334 -0.6414 -3.5496 2.3 -0.5 1.2 0.110
H 0.8409 -1.9358 1.1382 1.1 1.0 -1.7 0.101
H 1.6439 -2.2027 -0.5482 -1.8 0.8 0.9 -0.051
H 2.2589 0.6860 -0.2446 0.6 -2.3 1.1 0.138
H 2.6007 1.3358 2.0452 -0.2 -2.4 0.1 0.111
H 3.1448 -0.4529 2.6317 -1.5 1.3 -1.2 0.105
H 1.2773 0.0076 2.3816 2.4 0.3 -0.7 0.102
Yb 3.5678 -2.4640 -1.1153 0.0 -1.2 -1.3 1.678
```
Positions in Å, forces in eV/Å.